No. 1
Density functional theory data (ωB97M-V/def2-TZVPD) for 3 unconnected molecules or ions with the total composition C22H19BN2O9.

- Net charge: 0
- Electronic energy: -45206.738 eV
- Frontier orbital gap: 7.4 eV
- Structure (SMILES): CCB(O)c1cnc2ccccc2n1.O=C1C=C(O)C(=O)C=C1O.O=C1C=C(O)C(=O)C=C1O

Geometry (Å):
C1 6.4014 -0.1909 -0.2534
C2 6.6526 1.3274 -0.4376
B1 5.4017 2.2089 -0.0774
O1 5.4391 3.2981 0.7347
C3 3.9744 1.8080 -0.6570
C4 3.5374 2.3043 -1.9098
N1 2.3980 2.0130 -2.4721
C5 1.6268 1.1593 -1.7399
C6 0.3729 0.7591 -2.2509
C7 -0.4425 -0.0897 -1.5560
C8 -0.0446 -0.5943 -0.2942
C9 1.1599 -0.1983 0.2189
C10 2.0184 0.6749 -0.4848
N2 3.2212 1.0108 0.0666
H1 6.6181 -0.7532 -1.1570
H2 5.3736 -0.4136 0.0223
H3 7.0310 -0.6070 0.5276
H4 6.9019 1.4871 -1.4892
H5 7.5422 1.5868 0.1368
H6 6.3278 3.6623 0.7947
H7 4.1962 2.9757 -2.4488
H8 0.0469 1.1129 -3.2176
H9 -1.3965 -0.4179 -1.9413
H10 -0.6874 -1.2717 0.2467
H11 1.4844 -0.5786 1.1767
O2 -2.9884 1.1090 0.8386
C11 -3.2262 2.1502 0.2567
C12 -4.4980 2.4517 -0.3766
C13 -4.6642 3.6213 -1.0077
O3 -5.7982 3.9660 -1.6057
C14 -3.5646 4.6449 -1.0878
O4 -3.7941 5.6741 -1.6953
C15 -2.3000 4.3511 -0.4393
C16 -2.1321 3.1819 0.1945
O5 -1.0014 2.8485 0.8019
H12 -5.2811 1.7093 -0.3142
H13 -5.6437 4.8542 -1.9814
H14 -1.5211 5.0983 -0.4926
H15 -1.1352 1.9508 1.1633
O6 -2.1006 -2.6694 0.6185
C17 -2.3375 -3.7649 1.0961
C18 -1.8033 -5.0077 0.5741
C19 -2.1320 -6.1677 1.1593
O7 -1.6811 -7.3418 0.7389
C20 -3.0493 -6.2247 2.3511
O8 -3.3113 -7.3193 2.8118
C21 -3.5658 -4.9762 2.8848
C22 -3.2346 -3.8166 2.3013
O9 -3.6694 -2.6394 2.7348
H16 -1.1469 -4.9547 -0.2830
H17 -2.0731 -8.0101 1.3336
H18 -4.2114 -5.0269 3.7498
H19 -3.2906 -1.9654 2.1368

Atomic partial charges in e from the natural (NBO) method, atoms 1 to 6: -0.598 -0.788 0.992 -0.849 -0.131 0.021


No. 2
Density functional theory data (ωB97M-V/def2-TZVPD) for a molecular structure, C9H12AsBiCl3N2OS4.

- Net charge: -1
- Electronic energy: -162147.424 eV
- Frontier orbital gap: 6.7 eV

Geometry (Å):
Bi1 0.8622 -0.5138 -0.3987
S1 1.3077 -4.0284 -0.0083
As1 3.0384 -3.4272 -1.4209
S2 -0.2337 -2.7701 -0.4838
S3 3.1904 -1.2416 -0.6490
S4 2.2499 -3.2532 -3.3742
Cl1 -0.0163 3.0296 6.4228
C1 0.2568 1.9577 5.0944
C2 0.2565 2.4497 3.8050
C3 0.4939 1.5876 2.7508
Cl2 0.5290 2.3185 1.1718
C4 0.7314 0.2012 2.9013
O1 0.9757 -0.6551 1.9861
C5 0.7113 -0.2250 4.2638
Cl3 1.0240 -1.8945 4.5481
C6 0.4911 0.6117 5.3328
H1 0.0906 3.4951 3.5989
H2 0.5182 0.2251 6.3391
N1 -1.3801 1.1599 -1.2682
C7 -2.2994 0.6607 -2.2747
C8 -1.5720 0.2998 -3.5709
C9 -0.6445 -0.9125 -3.4802
N2 0.6595 -0.6117 -2.9011
H3 -1.8495 1.3464 -0.3907
H4 -0.9303 2.0162 -1.5675
H5 -3.0877 1.3974 -2.5136
H6 -2.7791 -0.2365 -1.8741
H7 -1.0021 1.1654 -3.9194
H8 -2.3331 0.0834 -4.3224
H9 -0.5122 -1.3274 -4.4891
H10 -1.0988 -1.6873 -2.8576
H11 1.0723 0.2070 -3.3371
H12 1.2784 -1.4285 -3.1135

Atomic partial charges in e from the natural (NBO) method, atoms 1 to 6: 1.390 -0.274 0.609 -0.436 -0.725 -0.812


No. 3
Density functional theory data (ωB97M-V/def2-TZVPD) for a molecular structure, C5H7NO in a non-equilibrium geometry.

- Net charge: 0
- Electronic energy: -8831.265 eV
- Frontier orbital gap (alpha / beta): 6.7 / 6.7 eV

Geometry (Å):
C1 0.5948 1.2808 -1.2528
C2 0.2557 -0.5502 0.6022
C3 -0.1230 0.2873 -0.4035
N1 1.3874 -0.6597 1.3152
C4 -0.9429 -1.4058 0.9486
C5 -1.5126 -0.1357 -0.4816
O1 -1.7352 -1.4295 -0.3603
H1 2.2303 -0.1794 1.0441
H2 1.4673 -1.4229 1.9707
H3 -1.6082 -0.9573 1.6935
H4 -2.3788 0.5104 -0.6483
H5 1.5958 1.4812 -0.8629
H6 0.7060 0.9432 -2.2894
H7 0.0635 2.2378 -1.2756

Atomic partial charges in e from the natural (NBO) method, atoms 1 to 6: -0.625 0.288 -0.303 -0.754 -0.329 0.408


No. 4
Density functional theory data (ωB97M-V/def2-TZVPD) for a gas-phase ion, C8H16NS (charge +1) in a non-equilibrium geometry.

- Net charge: +1
- Electronic energy: -20868.520 eV
- Frontier orbital gap: 8.0 eV

Geometry (Å):
C1 -1.5201 -1.1310 0.7922
C2 1.0997 0.6825 -0.4939
C3 -0.7544 0.8334 1.5207
C4 -2.2134 -2.1722 0.5923
C5 0.8086 0.3936 -3.0729
C6 2.8116 1.3561 -1.9437
C7 -1.6696 -0.8736 3.1831
C8 1.6903 0.2855 -1.7980
N1 -1.7582 -0.1528 1.8397
S1 -0.5486 0.3344 -0.2939
H1 -1.0419 1.9488 1.5147
H2 0.0547 0.6517 2.1370
H3 -2.7326 -2.7330 1.4052
H4 -1.8906 -2.6782 -0.3306
H5 1.8602 0.8166 0.3687
H6 1.4284 0.3294 -4.0048
H7 0.1901 1.3177 -3.0924
H8 0.0502 -0.3336 -2.9204
H9 2.3658 2.2999 -2.1697
H10 3.5558 1.1281 -2.7041
H11 3.4417 1.2107 -1.0137
H12 -0.6543 -1.3230 3.0429
H13 -1.6103 -0.2301 4.0650
H14 -2.3604 -1.6108 3.2321
H15 2.1494 -0.6219 -1.6312
H16 -2.7520 0.2718 1.7759

Atomic partial charges in e from the natural (NBO) method, atoms 1 to 6: -0.105 -0.454 -0.349 -0.398 -0.619 -0.593